P | Computed, not measured: 2 unconnected molecules or ions with the total composition C3H4ClO2S, with ωB97M-V/def2-TZVPD.

Geometry (Å):
C1 -1.00 -0.27 0.91
C2 0.26 0.54 -1.44
C3 0.26 -0.82 0.42
O1 -2.17 -0.63 0.64
O2 -0.71 0.74 1.70
S1 1.76 -0.48 1.11
Cl1 1.88 0.58 -1.80
H1 -0.46 -0.15 -1.87
H2 -0.19 1.58 -1.37
H3 0.12 -1.74 -0.10
H4 0.24 0.65 1.81

Results
**Spin multiplicity**: 1
**Net charge**: -1
**HOMO (spin up / spin down)**: -3.2 / -3.2 eV
**Frontier orbital gap (spin up / spin down)**: 6.83 / 6.83 eV

How is the electron density shared among the atoms? According to Löwdin, the charges in e are:
1 C -0.669
2 C -0.667
3 C -0.676
4 O -0.004
5 O 0.025
6 S 0.439
7 Cl 0.502
8 H 0.007
9 H 0.039
10 H 0.051
11 H -0.047

=====

Q | Computed, not measured: a gas-phase ion, C3H4ClO2S (charge -1), with ωB97M-V/def2-TZVPD.

Geometry (Å):
C1 -0.95 -0.53 -0.49
C2 -0.92 0.32 0.74
C3 0.28 -0.32 0.25
O1 2.53 1.31 0.46
O2 2.09 0.21 -1.71
S1 1.52 0.96 -0.57
Cl1 0.79 -1.68 1.21
H1 -1.57 -1.44 -0.55
H2 -1.10 -0.07 -1.37
H3 -1.12 1.38 0.57
H4 -1.54 -0.13 1.47

Results
**Spin multiplicity**: 1
**Net charge**: -1
**HOMO**: -3.4 eV
**Frontier orbital gap**: 7.10 eV

How is the electron density shared among the atoms? According to Löwdin, the charges in e are:
1 C -0.233
2 C -0.238
3 C -0.970
4 O -0.554
5 O -0.557
6 S 0.626
7 Cl 0.603
8 H 0.105
9 H 0.047
10 H 0.094
11 H 0.076

=====

P is the most stable structure shown above.